[1]
{"formula": "CH3IOP2", "method": "ωB97M-V/def2-TZVPD", "e_lumo_ev": -1.6856, "e_above_lowest_kj_mol": 121.29, "orbital_gap_ev": 7.57, "symbols": ["I", "C", "H", "H", "O", "P", "P", "H"], "xyz": [[0.72646, -2.76633, 0.19410], [-1.44394, 0.46352, 0.48310], [-2.02865, 0.97686, -0.20770], [-1.84599, -0.44679, 0.74575], [3.01890, -0.47787, -0.53013], [1.66051, -0.73730, -0.89048], [0.12952, 0.94935, 0.52233], [-0.21682, 2.03855, -0.31696]], "forces_ev_per_a": [[0.0, -0.2, 0.2], [1.2, 0.2, -0.7], [-1.4, 1.1, -0.6], [-0.6, -1.9, 1.2], [2.3, 0.2, 0.7], [-2.1, -0.2, -1.1], [-0.3, 0.6, 0.3], [0.8, 0.2, 0.0]], "lowdin_charge": [0.2171, -0.4075, -0.0297, -0.0425, -0.5686, 0.2375, 0.6929, -0.0992]}

---

[2]
{"formula": "C43H48F6N3OS", "method": "ωB97M-V/def2-TZVPD", "e_lumo_ev": -2.9332, "charge": 1, "orbital_gap_ev": 7.79, "symbols": ["H", "F", "H", "H", "C", "N", "C", "C", "H", "H", "H", "C", "C", "C", "C", "H", "H", "C", "H", "C", "H", "H", "H", "C", "C", "H", "H", "H", "C", "H", "C", "C", "C", "C", "H", "O", "H", "H", "C", "H", "H", "H", "C", "C", "H", "F", "C", "C", "C", "S", "C", "C", "C", "C", "H", "C", "F", "C", "C", "C", "H", "H", "N", "H", "H", "C", "H", "H", "C", "H", "C", "H", "H", "C", "H", "H", "C", "H", "H", "C", "H", "C", "C", "F", "H", "C", "H", "F", "C", "H", "H", "C", "H", "H", "N", "H", "H", "F", "H", "H", "C", "C"], "xyz": [[-2.48189, 4.91358, 1.30272], [-2.57740, -7.04991, 3.97979], [-0.75535, -1.86059, 1.07880], [-1.90714, -3.51784, 2.49971], [-4.75522, -0.13525, -5.05293], [-0.22720, 0.39375, -0.22901], [-0.27271, -2.80225, 1.30037], [-0.30755, -4.94087, 2.39170], [8.51177, 2.24027, 1.64299], [10.94431, 6.04587, 3.65709], [-0.51780, -2.07438, -5.02359], [-4.38622, -5.63865, 4.49056], [0.88306, -1.36987, -3.53644], [-3.19482, -6.23028, 4.85920], [-3.35247, 0.23014, -2.61451], [-5.95653, -4.33593, 5.13473], [-4.94483, -3.90918, 7.35085], [8.79211, 4.36052, 1.70540], [1.44891, -6.16443, 2.09424], [-3.24689, -5.16760, 6.98517], [0.39986, 4.02967, 0.77561], [-1.21388, 1.37864, 2.35818], [-0.80921, -5.66659, 3.01727], [-4.11533, -1.22663, -5.62394], [-0.55323, 4.45661, 0.47777], [-0.17569, 2.16948, -4.69393], [1.51874, -2.35690, 0.17694], [-3.08404, -1.13206, -5.92944], [-3.99654, 1.60944, -2.45074], [-3.72386, -0.21822, -3.54204], [-1.31991, 0.72716, 0.48221], [0.98879, -3.06986, 0.79280], [-2.28263, 2.80649, 1.32974], [5.00802, 1.11283, 0.16061], [-0.35526, -0.47019, -0.75158], [-2.53271, -0.93544, -0.58315], [1.18520, -2.36273, -3.22953], [5.19255, 4.50595, 0.25912], [10.70259, 3.91402, 3.62658], [-1.67647, -6.50429, 6.33598], [-0.41866, 5.53484, 0.37962], [-3.05585, 2.62459, 2.08269], [10.41635, 5.20964, 3.21858], [2.81021, 2.08752, 0.28625], [1.73300, 2.00129, 0.34120], [-1.33903, 0.20551, -5.89673], [10.02180, 2.84499, 3.06151], [-0.41548, 0.05876, -4.92769], [9.45375, 5.44307, 2.24708], [-1.07642, 3.81003, -1.13778], [1.06467, 1.02183, -3.34069], [4.76943, 3.51098, 0.24720], [1.44407, -0.25042, -2.93443], [-0.92357, -3.73093, 2.10099], [-2.26717, 0.31278, -2.74585], [3.40415, 3.33381, 0.30009], [-6.69467, 0.78607, -4.10009], [-5.01498, -4.79893, 5.39971], [-3.66691, -0.73764, -1.47615], [-2.60859, -6.01403, 6.08970], [-2.76201, 2.73737, 0.35044], [-6.66058, -3.45913, -5.54944], [-1.21554, 1.75629, 1.41413], [-3.25974, 0.26850, 0.89471], [-3.89669, -1.74285, -1.82770], [-4.79812, -2.42277, -5.80346], [-2.80351, -4.98644, 7.95520], [-0.31421, 4.55613, -1.94502], [5.57304, 2.38150, 0.17733], [9.21750, 6.44270, 1.90887], [0.13080, 1.18950, -4.35380], [-4.80829, -5.84151, 3.51541], [-4.24717, 0.81039, -4.91753], [9.05327, 3.06205, 2.09113], [10.24488, 1.83364, 3.37436], [-4.29826, -3.26915, -6.25527], [0.95246, -5.22687, 1.88499], [-7.80708, -1.50880, -4.50851], [11.45582, 3.73758, 4.38230], [1.57619, -4.28236, 1.09494], [6.64545, 2.50245, 0.13549], [-0.06333, -1.22020, -4.54006], [-6.12440, -2.53053, -5.40552], [7.85105, 4.59131, 0.75710], [1.50261, 1.88820, -2.85876], [3.62849, 0.96818, 0.21599], [-3.85742, 2.01321, -1.44123], [2.59867, 4.42241, 0.36931], [-6.77496, -1.44917, -4.82582], [-1.32948, 4.37335, 2.50815], [5.64165, 0.23767, 0.10775], [-1.67613, 4.19358, 1.48644], [3.18562, -0.02023, 0.21056], [0.07406, 1.14072, -0.86053], [-2.43986, 0.07958, 0.32364], [-4.52566, -0.39391, -0.88632], [2.18856, -0.36187, -2.15666], [2.79911, -4.54396, 0.60074], [-3.55663, 2.32716, -3.14525], [-5.06829, 1.57087, -2.65863], [-4.44843, -4.56090, 6.64462], [-6.07260, -0.27192, -4.66460]], "forces_ev_per_a": [[0.0, -0.1, 0.1], [0.0, 0.0, 0.0], [0.0, 0.0, 0.0], [0.0, 0.0, 0.0], [-0.5, 0.1, -0.9], [-0.7, -0.5, -0.4], [-0.1, -0.1, 0.1], [0.0, 0.0, 0.0], [0.0, 0.0, 0.0], [0.0, 0.0, 0.0], [0.0, 0.0, 0.0], [0.0, 0.0, -0.1], [0.0, 0.0, 0.1], [0.0, 0.1, 0.0], [0.0, 0.0, 0.3], [0.0, 0.0, 0.0], [0.0, 0.0, 0.0], [0.1, 0.1, 0.1], [0.0, 0.0, 0.0], [0.0, 0.0, 0.0], [-0.2, -0.1, 0.0], [0.6, -0.1, -0.1], [0.0, 0.0, 0.0], [-0.2, -0.2, -0.2], [-0.1, 0.4, 0.2], [0.0, 0.0, 0.0], [0.1, 0.0, 0.0], [0.0, 0.0, 0.0], [0.1, 0.0, 0.0], [0.6, 0.1, 1.0], [0.5, 0.2, 0.0], [0.0, 0.1, 0.0], [0.1, -0.1, 0.3], [0.0, 0.0, 0.0], [0.0, 0.1, -0.2], [-0.2, -0.1, 0.3], [0.0, 0.0, 0.0], [0.0, 0.0, 0.0], [0.0, 0.0, 0.0], [0.0, 0.0, 0.0], [0.1, -0.1, 0.0], [0.0, 0.1, 0.0], [0.0, 0.0, 0.0], [0.0, 0.0, 0.0], [0.0, 0.0, 0.1], [0.0, 0.1, -0.1], [0.0, 0.0, 0.0], [0.1, -0.1, 0.1], [0.0, 0.0, 0.0], [0.0, -0.2, -0.4], [0.0, 0.0, 0.1], [0.0, 0.1, 0.0], [0.0, 0.0, 0.0], [0.0, 0.0, 0.0], [0.0, -0.1, 0.2], [-0.1, 0.0, 0.0], [-0.1, 0.0, 0.0], [0.0, 0.0, 0.0], [-0.1, 0.2, -0.4], [0.1, 0.0, 0.0], [0.0, 0.0, 0.1], [0.0, 0.0, 0.0], [-1.0, 0.3, -0.2], [0.1, -0.2, 0.0], [0.2, 0.0, 0.0], [0.0, 0.0, 0.1], [0.0, 0.0, 0.0], [0.1, 0.0, 0.1], [-0.1, -0.1, 0.0], [0.0, 0.0, 0.0], [-0.1, 0.0, 0.1], [0.0, 0.0, 0.0], [-0.2, 0.0, -0.3], [0.0, 0.0, 0.0], [0.0, 0.0, 0.0], [0.0, 0.0, 0.0], [0.0, 0.0, 0.0], [0.0, 0.0, 0.0], [0.0, 0.0, 0.0], [0.0, 0.0, 0.0], [0.0, 0.0, 0.0], [0.0, 0.0, 0.0], [0.0, 0.0, 0.0], [0.0, -0.1, 0.0], [0.0, 0.0, -0.1], [0.0, 0.0, 0.0], [0.0, 0.0, -0.1], [0.1, 0.0, 0.0], [0.0, 0.0, 0.0], [0.1, -0.1, -0.1], [0.0, 0.0, 0.0], [-0.2, 0.1, -0.2], [0.0, 0.0, 0.0], [0.4, 0.2, 0.5], [-0.1, 0.0, 0.1], [0.1, -0.1, 0.0], [0.0, 0.0, 0.0], [0.0, 0.0, 0.0], [0.0, 0.0, 0.0], [0.1, 0.0, 0.1], [0.0, 0.0, 0.0], [0.0, -0.1, -0.1]], "lowdin_charge": [0.1195, 0.0440, 0.0618, 0.1005, -0.0698, 0.2337, -0.0912, -0.0605, 0.1052, 0.1074, 0.1228, -0.0223, -0.0680, -0.2946, -0.2096, 0.1041, 0.1024, -0.2783, 0.1249, -0.0787, 0.0407, 0.1546, 0.0934, -0.0712, -0.5103, 0.1239, 0.1004, 0.0910, -0.0825, 0.0474, -0.3772, -0.0175, -0.2343, -0.0779, 0.1000, -0.0765, 0.1117, 0.1187, -0.0908, 0.1199, 0.0845, 0.1240, -0.0774, -0.0292, 0.0775, 0.0562, -0.0796, -0.2911, -0.0153, 0.7581, -0.0955, 0.0021, -0.1098, -0.0821, 0.1074, -0.2708, 0.0542, -0.0861, -0.1155, -0.0150, 0.0526, 0.1095, 0.0744, 0.1932, 0.1371, -0.0752, 0.1075, -0.1193, -0.0648, 0.1185, -0.0095, 0.1169, 0.1184, -0.0205, 0.1064, 0.1063, 0.0032, 0.1219, 0.1037, -0.2821, 0.0884, -0.0057, -0.0711, 0.0391, 0.1042, -0.0884, 0.0476, 0.0411, -0.0035, 0.1220, 0.1066, -0.2436, 0.0914, 0.0723, 0.1155, 0.1311, 0.0933, 0.0662, 0.0797, 0.0706, -0.0946, -0.2738]}

---

[3]
{"formula": "C25H28MoN4O2", "method": "ωB97M-V/def2-TZVPD", "e_lumo_ev": [-7.5596, -7.2318], "e_above_lowest_kj_mol": 0.00, "spin_multiplicity": 3, "charge": 2, "orbital_gap_ev": [6.57, 6.88], "symbols": ["H", "C", "H", "C", "C", "H", "N", "C", "H", "H", "C", "C", "C", "C", "N", "C", "H", "O", "H", "Mo", "O", "C", "N", "H", "H", "N", "C", "H", "H", "C", "H", "C", "C", "H", "H", "H", "H", "H", "H", "C", "C", "C", "C", "C", "C", "C", "H", "H", "C", "H", "H", "C", "H", "C", "H", "C", "H", "H", "H", "H"], "xyz": [[0.21716, 1.64308, 2.60531], [4.88435, -2.72678, -0.88417], [0.36028, 3.28539, -4.69076], [-0.97793, 0.22717, -0.04957], [-4.38535, -1.42048, 0.75657], [-2.31120, 2.77366, 0.65075], [-1.97780, 0.14262, 0.82291], [-5.62816, 2.16305, 0.38677], [4.42046, -0.29878, 0.45993], [1.57760, -2.92236, 4.57058], [-1.78335, 2.66102, -3.18440], [1.42619, -1.01743, 3.60331], [0.59601, -1.06157, 1.37176], [4.64184, -2.36087, 0.60727], [0.19883, -0.38424, 0.16444], [-0.02197, 1.20808, -2.07230], [-2.05310, 3.30419, -2.34063], [3.49898, -1.07533, -1.90470], [-5.37587, -1.83700, 0.58814], [1.90389, -0.84351, -0.60803], [2.49596, -2.79698, -1.06538], [-3.24037, 2.21851, 0.57580], [-1.08033, 0.90256, -1.17512], [5.04110, -3.79791, -0.98589], [3.62076, -0.94986, 1.71832], [3.84130, -1.08936, 0.73607], [-4.40925, 0.08000, 0.63670], [5.58876, -2.27392, 1.13406], [1.79282, -0.48005, 4.46966], [1.08424, -0.30547, 2.46534], [-1.98060, 1.32744, -1.35704], [0.61660, 2.56522, -3.92296], [1.92088, 2.10376, -3.80946], [1.87359, 1.55086, 3.18776], [0.74084, -4.21618, 2.63253], [0.07832, -2.99414, 0.56723], [2.68688, 2.47159, -4.47914], [4.04887, -3.14374, 1.07198], [-1.88530, 3.25723, -4.08774], [0.45924, -2.46172, 1.43118], [-4.44446, 2.88738, 0.42201], [1.30077, -2.40576, 3.65906], [2.23860, 1.15774, -2.85966], [3.60541, -2.27001, -1.44069], [-0.37490, 2.13272, -3.06407], [0.82932, -3.13963, 2.57688], [3.25298, 0.80045, -2.82979], [-1.89712, -0.55695, 1.54511], [1.27029, 0.66067, -1.95513], [5.70649, -2.17236, -1.32715], [-3.70861, -1.87508, 0.02954], [1.19431, 1.18936, 2.41857], [1.53372, 1.56184, 1.45229], [-5.60454, 0.78096, 0.50228], [-4.07260, -1.74229, 1.75486], [-3.23943, 0.83307, 0.66445], [-4.45886, 3.96674, 0.35275], [-6.57451, 2.67612, 0.27785], [-2.52783, 1.86170, -3.25666], [-6.53419, 0.22558, 0.48040]], "forces_ev_per_a": [[0.0, 0.0, 0.0], [0.1, -0.1, 0.2], [0.0, 0.0, 0.0], [0.3, -0.2, 0.0], [0.0, 0.0, 0.0], [0.0, 0.0, 0.0], [-0.2, 0.2, 0.0], [0.0, 0.0, 0.0], [0.1, 0.0, 0.0], [0.0, 0.0, 0.0], [0.0, 0.0, 0.0], [0.1, 0.0, 0.0], [-0.4, 0.2, -0.4], [0.0, 0.0, 0.1], [-0.5, -0.1, 0.4], [-0.2, 0.0, 0.2], [0.0, 0.0, 0.0], [0.5, -0.7, -0.2], [0.0, 0.0, 0.0], [0.2, -0.1, 0.7], [0.2, 0.2, 0.0], [0.0, 0.1, 0.0], [0.1, 0.1, -0.2], [0.0, 0.0, 0.0], [0.0, 0.0, 0.1], [0.0, 0.0, -0.2], [-0.1, 0.0, 0.0], [0.0, 0.1, 0.0], [0.0, 0.0, 0.0], [0.1, -0.1, 0.1], [0.0, 0.0, 0.0], [0.0, 0.1, -0.1], [0.0, 0.0, 0.0], [0.0, 0.0, 0.0], [0.0, 0.0, 0.0], [-0.1, 0.0, 0.0], [0.0, 0.0, 0.0], [0.0, 0.0, 0.0], [0.0, 0.0, 0.0], [0.1, 0.0, -0.1], [0.0, 0.0, 0.0], [0.0, -0.1, 0.1], [-0.2, 0.1, 0.0], [-0.7, 0.6, -0.6], [-0.1, 0.0, 0.0], [0.1, 0.0, 0.1], [0.0, 0.0, 0.0], [0.0, 0.0, 0.1], [0.2, -0.1, -0.1], [0.0, 0.0, 0.0], [0.0, 0.0, 0.0], [-0.1, 0.0, 0.0], [0.0, 0.0, -0.1], [0.0, 0.0, 0.0], [0.0, 0.0, 0.0], [0.2, -0.2, 0.1], [0.0, 0.0, 0.0], [0.0, 0.0, 0.0], [0.0, 0.0, 0.0], [0.0, 0.0, 0.0]], "lowdin_charge": [0.1015, -0.0384, 0.1303, -0.3266, -0.0267, 0.1232, 0.1814, -0.0411, 0.1225, 0.1301, -0.0222, -0.0093, -0.3407, -0.1445, -0.1193, -0.1746, 0.0921, -0.1305, 0.0897, 1.7870, -0.0782, -0.0384, 0.1870, 0.1476, 0.0985, -0.0200, -0.2029, 0.1351, 0.1334, -0.2272, 0.1218, -0.0013, -0.0430, 0.0971, 0.1281, 0.1315, 0.1223, 0.1247, 0.0940, -0.0164, -0.0538, -0.0069, -0.1064, -0.5845, -0.1974, -0.0316, 0.0836, 0.1591, -0.1679, 0.1405, 0.0832, -0.0092, 0.0764, -0.0112, 0.0897, -0.2013, 0.1175, 0.1206, 0.0965, 0.1257]}